Here is C6H19Br2FeO4 as an isolated structure in a non-equilibrium geometry from the OMol25 dataset. Energies are from ωB97M-V/def2-TZVPD.

The value obtained for the highest occupied orbital energy (alpha / beta) is -4.097 / -4.105 eV. As for the net charge: -1. The energy relative to the best compared isomer or geometry (same formula, charge and spin) is 20.7 kcal/mol. As for the HOMO-LUMO gap (alpha / beta): 7.08 / 7.09 eV. The value obtained for the electronic energy is -6952.8180 Eh. The spin multiplicity is 5.

```
32
Properties=species:S:1:pos:R:3:mulliken_spin:R:1
Fe 0.5287 0.0955 -0.6506 3.783
O 1.4272 1.0024 -2.1669 0.095
H 2.3635 0.7494 -2.0490 -0.005
Br 1.7448 -2.3503 -1.3060 0.047
Br -0.5579 2.5101 0.1899 0.048
C 4.3136 0.0043 1.1552 0.000
C 3.3308 0.9727 0.5685 0.003
O 2.0552 0.4130 0.8666 0.004
H 5.2971 0.4208 0.9376 0.000
H 4.2762 -0.9856 0.7004 0.000
H 4.2708 -0.0790 2.2412 0.000
H 3.4480 1.0313 -0.5136 0.002
H 3.3412 1.9898 0.9601 0.001
H 1.8632 0.7372 1.7496 0.005
C -2.0035 -0.5421 2.6357 0.000
C -1.7864 -1.2269 1.3210 -0.001
O -0.5075 -1.0370 0.8861 0.009
H -1.3480 -0.9979 3.3778 0.000
H -3.0430 -0.6457 2.9468 0.000
H -1.8471 0.5321 2.5374 0.000
H -2.4899 -0.9298 0.5432 -0.001
H -1.9824 -2.2937 1.4291 0.000
H 0.0398 -1.5656 1.4715 -0.002
C -3.2901 0.5662 -1.8320 0.002
C -2.0232 0.3520 -2.6240 0.002
O -1.2149 -0.5593 -1.8840 0.002
H -3.1926 0.8945 -0.7972 0.000
H -3.9406 -0.3064 -1.8915 0.000
H -3.8189 1.4244 -2.2465 0.001
H -1.5299 1.3035 -2.8225 0.000
H -2.1894 -0.0441 -3.6258 0.000
H -1.5350 -1.4361 -2.1081 0.004
```

=====

Here is C6H19ClMgN6O4 as an isolated structure in a non-equilibrium geometry from the OMol25 dataset. Energies are from ωB97M-V/def2-TZVPD.

The value obtained for the highest occupied orbital energy is -6.991 eV. The energy relative to the best compared isomer or geometry (same formula, charge and spin) is 0.0 kcal/mol. As for the HOMO-LUMO gap: 7.16 eV. The value obtained for the electronic energy is -1530.0617 Eh.

```
37
Properties=species:S:1:pos:R:3:lowdin_charge:R:1
Mg -0.1657 0.5940 0.1822 0.294
C -1.5896 -2.3191 -2.6492 -0.075
C -1.8364 -1.0176 -1.9017 -0.637
C -3.2889 -0.8000 -1.5609 -0.085
O -1.0102 -0.7987 -0.8172 -0.310
H -2.2196 -2.3550 -3.5453 0.067
H -1.8623 -3.1882 -2.0461 0.072
H -0.5711 -2.3621 -3.0380 0.063
H -1.6794 -0.2117 -2.6486 0.119
H -3.8951 -0.7493 -2.4713 0.071
H -3.4040 0.1808 -1.0911 0.071
H -3.6881 -1.5293 -0.8473 0.074
Cl -0.2142 2.8740 -0.2774 -0.132
C -1.8785 0.4188 2.6924 -0.584
O -1.5020 0.7919 1.5877 -0.039
N -1.2742 -0.6007 3.3816 0.176
N -2.9487 0.9731 3.3341 0.174
H -1.8385 -1.1427 4.0081 0.098
H -0.3773 -0.9715 3.1345 0.093
H -3.3639 1.7795 2.9030 0.116
H -3.4464 0.4435 4.0202 0.097
C 2.2593 0.5155 1.9537 -0.595
O 1.1162 0.1848 1.6050 -0.043
N 2.4176 1.6581 2.6931 0.189
N 3.3732 -0.2000 1.7345 0.195
H 3.2896 2.1406 2.8159 0.104
H 1.6314 2.1888 3.0211 0.115
H 4.2809 0.2024 1.8393 0.111
H 3.1545 -1.0375 1.2109 0.126
C 2.2936 0.4667 -2.0485 -0.610
O 1.6338 0.2423 -1.0374 -0.025
N 1.8733 1.2917 -3.0193 0.197
N 3.6226 0.0337 -2.1932 0.130
H 2.5064 1.5752 -3.7384 0.106
H 0.9689 1.7090 -2.8452 0.099
H 3.5902 -0.6238 -2.9730 0.101
H 4.0425 -0.3571 -1.3682 0.075
```

=====

Here is C6H19FeN2O2P as an isolated structure in a non-equilibrium geometry from the OMol25 dataset. Energies are from ωB97M-V/def2-TZVPD.

The value obtained for the highest occupied orbital energy (alpha / beta) is -3.773 / -6.679 eV. As for the HOMO-LUMO gap (alpha / beta): 4.08 / 6.96 eV. The value obtained for the electronic energy is -2104.8443 Eh. The spin multiplicity is 5.

```
31
Properties=species:S:1:pos:R:3:mulliken_spin:R:1
Fe -0.1318 -0.2351 0.1328 3.502
H 0.7786 -0.0065 1.8821 0.021
H 1.3569 -0.0801 1.3763 0.032
P 1.7587 1.1688 -0.9244 0.026
C 2.8759 0.0480 -1.8289 0.051
H 3.6588 0.6414 -2.3210 0.006
H 3.3411 -0.6739 -1.1463 0.003
H 2.3170 -0.5045 -2.5937 -0.002
C 1.3452 2.4899 -2.0893 0.048
H 0.7784 3.2703 -1.5704 -0.031
H 2.2669 2.9126 -2.5059 0.017
H 0.7313 2.0758 -2.8964 -0.017
C 2.9012 1.9290 0.2749 0.037
H 3.3287 1.1619 0.9326 0.007
H 3.7155 2.4388 -0.2600 0.006
H 2.3692 2.6633 0.8938 -0.018
C 0.9563 -1.6462 -0.1509 -0.014
O 1.1700 -2.7577 -0.4714 -0.081
H 0.4690 1.2798 0.1832 0.323
H 0.3786 0.1178 -1.3062 0.215
C -4.0268 -0.1920 2.1304 -0.003
N -3.7629 -1.4840 1.5160 0.003
C -2.6550 -1.7750 0.8280 0.050
N -2.5240 -3.0450 0.3652 0.006
O -1.7663 -0.9098 0.6088 -0.200
H -3.1796 0.4748 1.9511 0.020
H -4.1740 -0.3202 3.2072 0.000
H -4.9344 0.2426 1.7011 -0.002
H -4.4237 -2.2407 1.6412 -0.004
H -1.6740 -3.3173 -0.1116 0.000
H -3.2447 -3.7266 0.5521 -0.002
```

=====

Here is a 3-piece molecular cluster, C6H19NO3 overall in a non-equilibrium geometry from the OMol25 dataset. Energies are from ωB97M-V/def2-TZVPD.

The value obtained for the highest occupied orbital energy is -8.365 eV. The energy relative to the best compared isomer or geometry (same formula, charge and spin) is 78.4 kcal/mol. As for the HOMO-LUMO gap: 8.74 eV. The value obtained for the electronic energy is -520.3588 Eh. The SMILES is CCC[C@@H](CO)NC.O.O.

```
29
Properties=species:S:1:pos:R:3:lowdin_charge:R:1
C 2.4556 2.2535 0.0345 -0.146
N 1.7077 1.4456 1.0392 -0.080
C 0.3388 1.0319 0.4569 -0.323
C 0.3116 -0.4315 -0.0433 -0.176
C 0.9832 -0.5155 -1.4711 -0.168
C 0.5428 -1.9748 -2.0615 -0.094
C -0.7644 1.2817 1.4610 -0.266
O -0.8321 2.6230 1.8220 -0.114
H 3.5151 2.1598 0.2515 0.050
H 2.3593 3.4190 0.3857 0.110
H 2.0964 2.1872 -1.0258 0.075
H 1.6105 1.9342 1.9326 0.093
H 0.2628 1.7081 -0.4742 0.141
H -0.6302 -0.8371 -0.0466 0.050
H 0.7902 -1.0961 0.6316 0.110
H 2.0952 -0.4187 -1.3167 0.114
H 0.5892 0.1498 -2.2538 0.096
H 1.1515 -2.7698 -1.6794 0.061
H -0.5235 -2.2468 -1.8957 0.068
H 0.5896 -2.0954 -3.0570 0.006
H -1.8218 1.0188 1.0725 0.114
H -0.7982 0.9024 2.6440 0.187
H -1.1582 3.2247 1.1314 0.098
H -1.3227 -4.5108 0.0621 0.079
H -0.8913 -2.9153 0.0299 0.028
O -0.6090 -3.8398 0.3503 -0.128
H -4.0726 -0.3091 1.3511 0.012
H -4.1702 -1.1185 0.2097 0.043
O -3.8052 -0.2607 0.4590 -0.041
```

=====

Here is C6H19NO4Ti as an isolated structure in a non-equilibrium geometry from the OMol25 dataset. Energies are from ωB97M-V/def2-TZVPD.

The value obtained for the highest occupied orbital energy (alpha / beta) is -8.179 / -12.373 eV. As for the net charge: +1. As for the HOMO-LUMO gap (alpha / beta): 5.45 / 9.16 eV. The value obtained for the electronic energy is -1444.8533 Eh. The spin multiplicity is 4.

```
31
Properties=species:S:1:pos:R:3:mulliken_spin:R:1
Ti -1.2922 0.2914 -0.4988 2.987
C 1.8053 -4.4851 -0.6271 0.000
O 1.7591 -3.5002 0.3820 -0.001
C 1.6467 -2.1817 -0.1616 0.004
C 1.2471 -1.2226 0.9683 -0.047
N 0.7883 0.0385 0.2976 -0.028
C 0.6536 1.1313 1.3155 0.034
C 0.3703 2.4883 0.6988 -0.024
O -0.6182 2.4523 -0.4063 -0.033
C -0.7862 3.7393 -0.9407 0.007
H 2.5979 -4.3409 -1.3691 0.000
H 0.8864 -4.4240 -1.2323 0.002
H 1.8508 -5.4390 -0.1180 0.000
H 0.7746 -2.2096 -0.8270 0.059
H 2.6351 -1.9700 -0.5792 -0.005
H 2.1491 -0.9492 1.5224 0.015
H 0.4959 -1.7663 1.5341 0.003
H 1.5629 0.2216 -0.3347 0.007
H 1.5988 1.0753 1.8649 0.017
H -0.1031 0.8647 2.0542 0.002
H 1.2347 3.0262 0.3134 0.001
H -0.1735 3.0993 1.4235 -0.007
H -1.6111 3.7723 -1.6546 0.002
H 0.0801 4.0765 -1.5120 0.001
H -1.0588 4.4477 -0.1565 0.000
O -2.7469 0.3537 1.5867 -0.025
H -2.5671 -0.0918 2.4282 0.008
H -3.7047 0.4910 1.5777 0.005
O -2.9740 0.4230 -2.1816 0.012
H -3.7821 -0.0974 -2.2909 0.006
H -2.7189 0.6853 -3.0769 0.000
```

=====

Here is C6H19O7Pd as an isolated structure in a non-equilibrium geometry from the OMol25 dataset. Energies are from ωB97M-V/def2-TZVPD.

The value obtained for the highest occupied orbital energy (alpha / beta) is -15.932 / -15.917 eV. As for the net charge: +2. As for the HOMO-LUMO gap (alpha / beta): 9.12 / 3.40 eV. The value obtained for the electronic energy is -893.6080 Eh. The spin multiplicity is 4.

```
33
Properties=species:S:1:pos:R:3:mulliken_spin:R:1
Pd 2.1581 -0.3785 -2.3874 0.919
O 1.3068 -0.5808 -0.3807 0.077
H 1.8009 0.1057 0.1084 -0.003
C -1.6241 0.8327 -2.9815 -0.004
C -0.4276 1.7183 -3.4522 0.005
O 0.6826 1.4106 -2.6526 0.027
O -1.6561 -0.3608 -3.7479 0.002
H -2.6138 1.2195 -3.2246 0.001
H -1.6871 0.6306 -1.9123 0.001
H -0.7431 2.7311 -3.2018 0.002
H -0.1879 1.7606 -4.5146 0.001
H 0.5693 1.9185 -1.8459 -0.003
H -2.5524 -0.6937 -3.6623 0.000
C -1.2078 -2.3656 0.7075 0.078
C -1.8071 -0.9387 0.6119 0.126
O -0.9965 0.1518 1.0826 0.043
O -0.4672 -2.5920 -0.4487 0.677
H -1.9449 -3.1604 0.8220 -0.001
H -0.5289 -2.3715 1.5602 0.047
H -2.6980 -0.7271 1.2032 0.012
H -2.1317 -0.7609 -0.4134 -0.005
H -0.1123 0.0086 0.7371 0.003
H 0.2034 -1.9075 -0.3907 -0.007
C 2.3992 0.0364 2.8889 0.144
C 1.4947 1.2360 3.0548 0.119
O 0.3897 0.9324 3.8186 0.481
O 1.6436 -1.0335 2.2922 0.220
H 2.8340 -0.2325 3.8516 0.009
H 3.2314 0.2074 2.2061 0.006
H 1.3264 1.6165 2.0473 0.029
H 1.9301 2.1015 3.5542 -0.007
H -0.1047 0.2915 3.3025 -0.005
H 1.5209 -0.8061 1.3677 0.005
```

=====

Here is C6H20BFN2NbO3 as an isolated structure in a non-equilibrium geometry from the OMol25 dataset. Energies are from ωB97M-V/def2-TZVPD.

The value obtained for the highest occupied orbital energy is -3.512 eV. As for the net charge: -1. As for the HOMO-LUMO gap: 6.56 eV. The value obtained for the electronic energy is -757.5225 Eh.

```
34
Properties=species:S:1:pos:R:3:lowdin_charge:R:1
C -0.4427 3.1701 -2.7048 -0.123
C -0.2703 2.2328 -1.4949 -0.304
C -1.1327 0.9726 -1.4961 -0.434
F -2.2961 1.2375 -0.6769 -0.183
Nb -0.1209 -0.9017 -0.4993 1.236
N 1.5403 -0.4301 -1.5592 -0.294
O -1.5440 -1.6485 0.5301 -0.505
B -1.2996 -1.7071 -2.4907 -0.628
N -0.6072 -2.1087 -3.7528 0.051
O -2.6714 -1.9161 -2.5667 0.036
H -0.4989 4.2209 -2.4075 0.053
H -1.3606 2.9333 -3.2483 0.059
H 0.3876 3.0987 -3.4121 0.055
H -0.5227 2.7573 -0.5703 0.093
H 0.7811 1.9611 -1.3855 0.057
H -1.5627 0.8556 -2.4976 0.055
H 0.1132 0.3843 0.8094 -0.050
H 0.8457 -2.5125 -0.3491 -0.108
H 2.1622 -1.1942 -1.7985 -0.059
H 1.4640 0.1458 -2.3934 -0.036
H -2.3086 -2.0041 0.0731 -0.026
H 0.0044 -2.9059 -3.5890 0.038
H 0.0483 -1.3630 -3.9793 0.026
H -3.1230 -1.3347 -1.9472 0.059
C -0.0015 -0.0540 4.2011 -0.033
C 1.4768 -0.0172 3.8830 -0.517
O 1.9080 0.6709 2.9950 0.053
C 2.3706 -0.9138 4.7175 -0.034
H -0.5265 0.6066 3.5158 0.074
H -0.3827 -1.0700 4.0795 0.084
H -0.1772 0.2452 5.2375 0.075
H 2.0554 -1.9539 4.6166 0.080
H 2.2902 -0.6475 5.7738 0.074
H 3.4016 -0.8096 4.3871 0.075
```

=====

Here is a 5-piece molecular cluster, C6H20O4 overall from the OMol25 dataset. Energies are from ωB97M-V/def2-TZVPD.

The value obtained for the highest occupied orbital energy is -9.951 eV. The energy relative to the best compared isomer or geometry (same formula, charge and spin) is 7.6 kcal/mol. As for the HOMO-LUMO gap: 10.40 eV. The value obtained for the electronic energy is -541.5426 Eh. The SMILES is C=CCCCC.O.O.O.O.

```
30
Properties=species:S:1:pos:R:3:lowdin_charge:R:1
C -2.9732 0.8615 -0.7684 -0.110
C -2.3782 0.1755 0.4633 -0.254
C -0.9554 0.6421 0.7745 -0.215
C 0.0836 0.1572 -0.2459 -0.220
C 1.5557 -1.8297 -0.5738 -0.020
C 0.4395 -1.2974 -0.0832 -0.171
H -4.0221 0.5774 -0.8974 0.070
H -2.4499 0.5736 -1.6800 0.062
H -2.9373 1.9416 -0.6740 0.070
H -3.0087 0.3877 1.3214 0.104
H -2.3934 -0.9089 0.3072 0.106
H -0.7064 0.3189 1.7867 0.090
H -0.9026 1.7375 0.7948 0.115
H 0.9629 0.8071 -0.2188 0.088
H -0.3008 0.3470 -1.2538 0.099
H 2.3209 -1.2677 -1.0930 0.057
H 1.7972 -2.8792 -0.4480 0.060
H -0.2846 -1.8959 0.4568 0.101
H 1.4069 -0.2296 -2.6885 0.029
H 2.2105 0.5136 -3.7356 0.072
O 1.4789 0.6320 -3.1197 -0.041
H 2.2545 -1.2559 1.7915 0.032
H 1.7221 0.1644 1.9304 0.048
O 1.9808 -0.6101 2.4435 -0.037
H 1.8645 1.8982 -1.9593 -0.022
H 1.5407 3.3508 -1.5136 0.033
O 2.0644 2.5802 -1.2893 -0.082
H -0.3800 -2.0777 4.0961 0.033
H 0.4282 -1.4703 2.9340 -0.004
O -0.4187 -1.9439 3.1422 -0.093
```

=====

Q: electronic energy of number 1 (C6H19Br2FeO4)?
A: -6952.8180 Eh